# 1
76
Properties=species:S:1:pos:R:3:forces:R:3 method="wB97M-V/def2-TZVPD" total_charge=-2 homo_ev=0.33 largest_force_ev_per_a=1.301 orbital_gap_ev=3.6 de_lowest_kj_mol=49.1
Tl -1.348 0.636 1.485 -0.6982 0.0102 -0.7242
Br -0.354 2.666 5.636 0.0150 -0.1086 0.1025
C -1.624 3.404 4.404 0.2082 0.0040 -0.1598
C -2.814 3.893 4.906 -0.1841 0.0341 0.0568
C -3.685 4.455 3.980 0.2965 -0.0955 -0.2290
C -3.298 4.512 2.650 -0.2286 0.0427 0.2425
C -2.075 3.973 2.263 0.0275 0.0066 -0.3936
N -1.255 3.403 3.148 0.0573 0.1590 0.2241
C -1.644 4.023 0.774 -0.1540 -0.0350 0.4642
O -1.740 5.137 0.254 -0.1471 0.6728 -0.0966
O -1.279 2.950 0.266 0.2196 -0.5892 -0.0249
H -3.048 3.835 5.959 0.0301 -0.0178 0.0005
H -4.640 4.848 4.305 -0.0525 0.0195 -0.0120
H -3.929 4.962 1.899 -0.0075 0.0794 -0.0980
N 1.465 -0.725 3.745 -0.4450 -0.0951 0.2564
C 0.961 -1.471 4.779 0.9201 0.1412 -0.0502
C 1.739 -1.791 5.886 -0.0897 0.3829 -0.4815
C 1.253 -2.611 6.896 -0.6229 -0.3627 0.2655
C -0.015 -3.143 6.822 0.4365 -0.0970 0.4477
C -0.836 -2.854 5.717 0.0106 0.1755 -0.2671
C -2.142 -3.370 5.577 -0.3282 0.3078 -0.6830
C -2.890 -3.016 4.470 0.1392 -0.6474 1.1076
C -2.335 -2.157 3.530 0.9207 0.7305 -0.5569
N -1.113 -1.662 3.614 -0.3594 -0.5389 0.1839
C -0.357 -2.002 4.683 -0.5639 -0.3594 0.2636
H 2.163 -0.039 3.987 -0.0818 -0.0300 -0.1521
H 0.767 -0.386 3.094 0.2347 0.1143 -0.0294
H 2.740 -1.384 5.954 0.0548 0.0194 -0.0354
H 1.881 -2.827 7.752 -0.0142 -0.0270 -0.0015
H -0.395 -3.780 7.610 -0.0094 -0.0365 0.0279
H -2.542 -4.032 6.335 -0.0049 -0.0227 0.0472
H -3.895 -3.392 4.331 0.0013 0.0000 -0.0025
H -2.903 -1.850 2.660 -0.0342 0.0543 -0.0632
N 1.185 1.119 1.420 -0.0089 0.1738 0.5260
C 1.475 0.915 0.316 0.3277 0.1171 0.3148
N 2.011 0.653 -0.828 0.0373 -0.0975 -0.3354
C 1.895 1.489 -1.998 0.0629 0.5884 -0.3771
C 3.313 1.767 -2.503 -0.1295 -0.1393 -0.1065
C 4.047 0.452 -2.771 0.1523 0.1199 0.1252
C 4.038 -0.440 -1.531 -0.1654 -0.0604 -0.1293
C 2.599 -0.646 -1.066 0.4003 -0.5103 -0.0086
H 1.367 2.408 -1.739 -0.0274 -0.1100 0.0167
H 1.314 0.960 -2.762 -0.1110 -0.0066 0.0750
H 3.853 2.338 -1.743 0.0225 0.0878 0.0326
H 3.275 2.366 -3.414 -0.0439 0.0544 -0.0267
H 5.078 0.655 -3.076 -0.0196 -0.0306 -0.0841
H 3.550 -0.078 -3.586 -0.0317 -0.0569 -0.1069
H 4.612 0.029 -0.729 0.0600 0.0124 0.0693
H 4.489 -1.407 -1.759 0.0307 -0.0697 -0.0015
H 2.552 -1.233 -0.148 -0.0636 0.0303 -0.0650
H 2.025 -1.165 -1.842 0.0232 0.0681 0.1879
C -0.929 -0.350 -0.712 -0.1829 0.0750 0.7433
C -0.844 -0.578 -1.914 0.0870 -0.0819 0.2468
C -0.686 -0.746 -3.310 0.1218 -0.0943 -0.1562
C 0.314 -1.636 -3.794 -0.1892 0.1140 0.1306
C 0.999 -1.413 -5.014 -0.0489 0.0794 -0.1473
C 2.003 -2.245 -5.443 0.1571 -0.1615 -0.1220
C 2.391 -3.349 -4.688 0.3442 -0.2068 -0.1297
C 1.762 -3.571 -3.466 0.1407 -0.1211 -0.0992
C 0.761 -2.740 -3.022 -0.1264 -0.0580 0.0295
C -1.516 0.041 -4.175 -0.0115 0.0492 -0.0393
C -2.138 1.216 -3.698 0.0873 -0.0084 0.1249
C -2.984 1.954 -4.490 -0.1693 0.1217 -0.1713
C -3.269 1.558 -5.793 -0.2286 0.2132 -0.1891
C -2.683 0.397 -6.280 -0.1100 0.1117 -0.2033
C -1.830 -0.346 -5.496 0.0853 -0.0745 -0.0551
H 0.751 -0.533 -5.595 -0.0369 -0.0290 -0.0220
H 2.513 -2.031 -6.378 -0.0025 0.0188 -0.0113
H 3.175 -4.009 -5.038 0.0366 -0.0202 0.0109
H 2.067 -4.417 -2.858 -0.0128 -0.0305 0.0549
H 0.284 -2.926 -2.070 -0.0533 0.0638 0.0771
H -1.927 1.533 -2.686 0.0073 -0.0015 0.1106
H -3.428 2.861 -4.095 -0.0024 0.0071 0.0450
H -3.945 2.137 -6.412 0.0051 0.0206 -0.0149
H -2.908 0.068 -7.291 0.0012 -0.0361 0.0233
H -1.422 -1.267 -5.893 0.0389 -0.0130 0.0276

---

# 2
87
Properties=species:S:1:pos:R:3:forces:R:3 method="wB97M-V/def2-TZVPD" total_charge=0 homo_ev="-7.76 / -8.08" largest_force_ev_per_a=0.943 orbital_gap_ev="7.5 / 7.9" de_lowest_kj_mol=0.0 multiplicity=2
Ti -0.355 -0.124 -1.135 0.0327 0.9255 0.1778
N 1.258 1.676 1.298 -0.0700 0.2093 -0.4246
P -0.357 1.131 1.564 -0.0257 -0.0129 0.0073
C -0.275 0.606 3.320 0.1399 0.0905 -0.0438
C -1.436 0.221 3.993 0.0271 0.0224 -0.0022
C -1.388 -0.104 5.338 0.0172 -0.0127 0.0113
C -0.187 -0.043 6.036 -0.0393 -0.0031 -0.0030
C 0.967 0.348 5.379 -0.0076 0.0084 -0.0892
C 0.922 0.669 4.027 -0.0040 -0.1246 0.0842
C -1.406 2.602 1.766 0.0177 -0.0618 0.1030
C -2.684 2.562 1.224 -0.0938 0.0570 -0.0012
C -3.533 3.651 1.366 0.0210 -0.0304 0.0070
C -3.104 4.783 2.041 0.0660 -0.0169 0.0139
C -1.827 4.821 2.593 -0.0419 -0.0142 -0.0380
C -0.987 3.728 2.466 -0.0033 0.0393 0.0342
P 1.805 1.147 -0.231 -0.1073 0.1507 0.0271
C 2.432 2.590 -1.134 0.1164 -0.0470 0.0485
C 3.134 3.606 -0.494 0.0188 0.0461 0.0168
C 3.635 4.673 -1.222 -0.0200 -0.0079 -0.0256
C 3.459 4.718 -2.600 -0.0048 -0.0279 0.0402
C 2.777 3.698 -3.245 0.0069 -0.0040 0.0349
C 2.262 2.637 -2.512 -0.0732 0.0671 -0.0782
C 3.365 0.270 0.105 0.0309 0.0761 0.0732
C 3.842 0.076 1.395 0.0255 -0.1109 -0.0069
C 5.072 -0.541 1.601 -0.0721 0.0142 0.0033
C 5.826 -0.970 0.521 0.0044 -0.0025 -0.0402
C 5.346 -0.794 -0.772 -0.0087 -0.0161 0.0561
C 4.123 -0.179 -0.977 -0.0113 -0.0021 -0.0435
H 1.451 2.647 1.521 0.1142 -0.0571 0.1228
H -2.380 0.182 3.469 -0.0323 -0.0127 -0.0632
H -2.296 -0.402 5.845 0.0051 0.0009 0.0054
H -0.156 -0.295 7.088 -0.0078 0.0018 -0.0005
H 1.907 0.409 5.914 -0.0017 -0.0104 0.0042
H 1.827 0.971 3.520 -0.0440 0.0429 0.0399
H -3.011 1.688 0.671 0.0186 -0.0130 0.0001
H -4.525 3.619 0.934 0.0020 0.0052 -0.0059
H -3.759 5.639 2.137 -0.0012 -0.0014 0.0012
H -1.491 5.703 3.123 -0.0043 -0.0008 -0.0006
H -0.001 3.762 2.921 -0.0123 -0.0175 0.0018
H 3.296 3.575 0.578 0.0134 -0.0170 -0.0079
H 4.164 5.470 -0.716 0.0045 -0.0065 -0.0025
H 3.850 5.552 -3.168 -0.0078 0.0015 0.0014
H 2.626 3.736 -4.316 -0.0044 -0.0047 0.0016
H 1.690 1.867 -3.020 -0.0039 -0.0263 0.0330
H 3.246 0.397 2.237 0.0595 0.0174 -0.0350
H 5.438 -0.682 2.610 0.0023 -0.0042 -0.0010
H 6.787 -1.441 0.683 -0.0059 -0.0118 -0.0013
H 5.929 -1.130 -1.620 0.0061 0.0003 0.0001
H 3.767 -0.030 -1.991 -0.0018 0.0558 0.0222
N -4.229 -7.107 -0.730 -0.0106 0.0245 0.0332
C -3.706 -5.851 -0.507 -0.0310 -0.1088 -0.0034
C -3.116 -5.542 0.728 0.0166 -0.0148 0.0296
C -2.626 -4.280 0.973 -0.0917 0.0279 -0.0605
C -2.727 -3.312 -0.023 -0.2627 -0.1534 -0.3980
C -3.304 -3.597 -1.254 0.0426 -0.1227 -0.0012
C -3.800 -4.863 -1.490 0.0194 0.0551 -0.0183
S -2.061 -1.750 0.245 0.4089 -0.1985 0.3119
O -2.490 -1.267 1.521 0.1264 0.0032 0.0629
O -2.382 -0.888 -0.924 0.1496 0.1273 0.4025
N -0.425 -1.793 0.199 -0.2641 -0.3162 -0.6446
C 0.211 -2.498 -0.839 -0.1683 -0.1624 0.6663
N 1.040 -1.699 -1.545 -0.4277 -0.7792 -0.0634
C 1.699 -2.278 -2.557 0.3207 0.4959 0.0129
C 1.579 -3.609 -2.841 -0.0384 -0.1365 0.0614
C 0.678 -4.326 -2.060 0.0813 -0.1114 -0.1467
N -0.006 -3.791 -1.067 0.0761 0.1116 0.1587
H -3.914 -7.856 -0.138 0.0112 0.0074 0.0078
H -4.410 -7.373 -1.681 0.0086 0.0148 -0.0112
H -3.050 -6.306 1.493 -0.0012 -0.0002 -0.0045
H -2.170 -4.044 1.925 0.0090 0.0341 -0.0082
H -3.346 -2.838 -2.026 -0.0048 -0.0162 0.0125
H -4.259 -5.095 -2.443 0.0098 0.0084 -0.0011
H 2.342 -1.629 -3.140 -0.0613 0.0036 -0.0239
H 2.125 -4.061 -3.654 -0.0124 -0.0220 0.0043
H 0.502 -5.380 -2.252 -0.0076 0.0182 0.0263
N -2.198 1.590 -3.576 0.0780 -0.0839 0.1944
C -1.620 2.347 -2.583 -0.0979 -0.3934 -0.3904
N -1.715 3.651 -2.533 0.1653 0.3221 0.4363
N -0.983 3.992 -1.431 -0.2297 0.0448 -0.4237
N -0.482 2.961 -0.890 0.1174 -0.4396 -0.0376
N -0.872 1.840 -1.587 -0.0681 0.7916 0.0734
C -1.917 0.258 -3.748 -0.0796 0.5011 0.0838
N -2.600 -0.550 -4.523 0.1173 -0.4041 -0.0271
N -1.989 -1.754 -4.354 -0.1581 0.2598 -0.1204
N -1.008 -1.655 -3.545 0.1410 0.0008 0.0174
N -0.901 -0.351 -3.129 0.0675 -0.5573 -0.2500
H -2.915 2.009 -4.141 0.0084 0.0145 -0.0201

---

# 3
81
Properties=species:S:1:pos:R:3:forces:R:3 method="wB97M-V/def2-TZVPD" total_charge=0 homo_ev=-8.19 largest_force_ev_per_a=0.660 orbital_gap_ev=7.4 de_lowest_kj_mol=154.2
Tl -0.020 -0.244 -0.315 -0.0451 -0.5994 0.2735
O -1.883 -2.480 2.811 -0.0132 0.0680 -0.0784
C -1.020 -2.012 2.095 0.0443 0.0064 0.0141
O -1.283 -1.090 1.203 -0.0545 0.2170 -0.0339
C 0.434 -2.432 2.321 0.0481 0.0270 -0.1354
C 1.365 -1.229 2.534 0.0655 -0.1091 0.0243
C 2.683 -1.699 3.160 0.0156 -0.0425 -0.0650
C 3.407 -2.325 1.935 -0.0022 0.0348 0.0656
C 2.333 -2.208 0.858 -0.0258 -0.0893 0.1645
O 1.780 -0.896 1.184 -0.0992 0.0034 -0.0780
C 1.175 -3.180 1.156 -0.0215 0.1292 0.0366
C 0.332 -3.510 -0.088 -0.0398 0.0411 -0.0717
O 0.129 -4.688 -0.345 -0.0274 0.1186 0.0023
O -0.050 -2.499 -0.784 0.0922 -0.1849 -0.0779
H 0.403 -3.049 3.214 0.0349 -0.0692 0.0285
H 0.909 -0.359 2.999 -0.0257 0.0523 -0.0401
H 3.245 -0.864 3.576 -0.0030 0.0052 -0.0239
H 2.501 -2.419 3.958 0.0140 0.0063 0.0095
H 4.283 -1.739 1.659 0.0096 -0.0047 0.0078
H 3.719 -3.356 2.094 -0.0290 -0.0005 0.0070
H 2.684 -2.214 -0.169 -0.0421 0.0799 -0.0508
H 1.564 -4.131 1.510 0.0338 -0.0123 0.0957
O -0.739 5.620 4.410 -0.0433 -0.0291 0.0247
C -1.473 4.425 4.604 0.0479 0.0498 -0.0391
C -1.196 3.478 3.473 0.0699 0.0730 -0.0378
C -1.940 2.319 3.327 -0.0453 -0.0807 0.0062
C -1.630 1.444 2.304 0.0141 -0.0052 -0.0880
N -0.646 1.666 1.424 0.0613 0.2752 -0.0047
C 0.049 2.806 1.536 -0.0115 -0.1424 0.0130
C -0.187 3.720 2.555 0.0074 0.0622 0.0491
C 1.119 3.059 0.522 -0.0430 -0.0538 -0.0270
C 1.682 4.318 0.358 -0.0207 0.0394 0.0736
C 2.686 4.503 -0.582 0.0408 0.0431 0.0174
C 3.341 5.853 -0.741 0.0132 -0.0477 0.0936
O 4.172 6.170 0.368 -0.0593 0.0048 -0.0453
C 3.092 3.408 -1.325 0.0163 -0.0184 -0.0458
C 2.460 2.191 -1.124 -0.0792 -0.0705 0.0770
N 1.489 2.020 -0.230 0.0685 0.0702 0.0573
H -0.914 6.215 5.145 0.0147 -0.0074 -0.0041
H -2.548 4.620 4.646 -0.0427 0.0189 -0.0114
H -1.189 3.937 5.542 0.0143 -0.0180 0.0475
H -2.751 2.079 4.003 0.0201 0.0049 -0.0140
H -2.173 0.517 2.177 0.0248 0.0175 -0.0194
H 0.408 4.614 2.658 -0.0087 -0.0289 -0.0065
H 1.348 5.159 0.950 0.0090 -0.0198 -0.0370
H 2.583 6.634 -0.769 -0.0147 0.0225 -0.0162
H 3.896 5.887 -1.682 0.0501 0.0089 -0.0228
H 4.875 5.514 0.429 -0.0059 -0.0081 -0.0133
H 3.877 3.495 -2.067 -0.0189 -0.0076 0.0060
H 2.720 1.318 -1.711 -0.0197 0.0238 0.0130
N -6.238 2.374 -4.222 0.0782 -0.0259 0.0697
C -5.357 2.014 -3.579 0.0189 -0.0219 0.0061
C -4.243 1.568 -2.775 -0.0636 0.0865 -0.0710
C -4.218 0.280 -2.260 -0.0984 -0.0319 -0.0245
C -3.126 -0.099 -1.499 0.1017 -0.0189 0.0998
N -2.112 0.730 -1.252 -0.1305 -0.1077 0.0453
C -2.137 1.965 -1.748 0.0159 -0.0524 0.0293
C -3.185 2.433 -2.515 -0.0577 0.0560 -0.0373
H -5.027 -0.410 -2.449 0.0150 -0.0088 0.0052
H -3.051 -1.092 -1.069 0.0111 0.0300 -0.0127
H -1.283 2.595 -1.525 -0.0085 -0.0267 -0.0037
H -3.183 3.441 -2.905 0.0070 -0.0024 -0.0031
C 2.526 -3.107 -9.781 0.0393 0.0356 -0.0458
C 2.684 -1.633 -9.543 -0.0091 -0.0295 0.2374
O 1.914 -0.792 -9.888 0.0221 -0.0098 -0.0390
S 4.195 -1.189 -8.546 -0.1186 -0.0651 -0.0212
C 3.340 -0.933 -6.999 -0.0398 0.0397 -0.0804
C 2.351 0.039 -6.875 -0.0286 0.0216 0.0751
C 1.698 0.205 -5.664 0.0593 -0.0400 0.0059
C 2.041 -0.576 -4.555 -0.1334 0.1301 0.0283
C 3.044 -1.534 -4.686 0.0544 -0.0525 -0.0095
C 3.683 -1.718 -5.903 -0.0128 0.0096 0.0082
C 1.370 -0.379 -3.297 0.0626 0.0167 -0.1957
C 0.806 -0.202 -2.243 0.1808 0.1940 -0.1827
H 1.664 -3.307 -10.414 0.0146 0.0542 -0.0064
H 2.400 -3.595 -8.812 0.0292 0.0116 -0.0116
H 3.438 -3.506 -10.225 0.0130 -0.0271 -0.0022
H 2.092 0.652 -7.729 -0.0006 -0.0275 0.0354
H 0.917 0.947 -5.561 0.0226 0.0016 -0.0275
H 3.304 -2.150 -3.835 -0.0068 0.0074 -0.0186
H 4.448 -2.476 -6.013 -0.0259 -0.0009 0.0273